Record 1
{"formula": "C11H11NO2", "method": "wB97M-V/def2-TZVPD", "species": ["C", "C", "C", "O", "C", "O", "N", "C", "C", "C", "C", "C", "C", "C", "H", "H", "H", "H", "H", "H", "H", "H", "H", "H", "H"], "coordinates": [[-2.863, 0.909, 1.105], [-1.690, 1.336, 1.635], [-0.128, 0.630, 1.574], [0.707, 1.507, 2.341], [0.561, -0.978, 1.798], [0.601, -1.519, 2.916], [1.158, -1.241, 0.664], [1.735, -2.516, 0.467], [0.910, -0.287, -0.361], [1.201, -0.363, -1.688], [0.795, 0.561, -2.580], [-0.075, 1.578, -2.086], [-0.329, 1.684, -0.734], [0.207, 0.785, 0.169], [-3.810, 1.409, 1.069], [-2.802, 0.148, 0.262], [-1.573, 2.222, 2.165], [0.766, 1.051, 3.250], [1.373, -2.988, -0.530], [2.824, -2.760, 0.390], [1.238, -3.023, 1.390], [1.672, -1.261, -2.060], [1.117, 0.599, -3.601], [-0.210, 2.387, -2.745], [-1.068, 2.414, -0.425]], "atomic_forces_ev_per_a": [[2.59, -0.71, -1.78], [0.02, -3.77, -0.13], [-1.16, 0.56, -0.02], [-0.30, -1.93, 2.09], [-2.56, 2.95, 4.61], [0.08, 0.72, -2.88], [1.29, 0.36, -2.29], [-1.20, -3.63, -0.21], [-0.46, 0.76, 1.55], [1.17, -2.77, -0.29], [-1.83, 2.56, 0.62], [2.57, -1.01, -0.37], [-0.64, 0.33, -0.26], [-0.10, -0.28, -2.01], [-0.08, 0.61, 0.57], [-0.10, 0.30, 1.60], [-0.04, 1.40, 1.25], [-0.02, 1.13, -1.77], [-0.01, 0.76, 1.71], [-0.56, 1.31, 0.70], [1.47, -0.27, -1.85], [0.48, -0.09, 0.01], [-0.01, -0.34, -0.34], [-1.03, 0.87, -0.67], [0.45, 0.17, 0.16]], "total_charge": 0, "relative_energy_kcal_mol": 103.27, "smiles": "C=C[C@@]1(O)C(=O)N(C)c2ccccc21", "energy_ev": -17167.2852}


Record 2
{"formula": "CH3S", "method": "wB97M-V/def2-TZVPD", "species": ["C", "S", "H", "H", "H"], "coordinates": [[-0.943, 0.438, 0.523], [0.568, -0.269, -0.307], [-0.680, 1.548, 0.482], [-1.787, 0.158, -0.219], [-0.956, -0.032, 1.507]], "atomic_forces_ev_per_a": [[0.76, 0.41, -2.38], [0.24, -0.27, -0.06], [-1.16, -1.34, 0.62], [0.86, 0.71, 1.84], [-0.70, 0.49, -0.03]], "total_charge": -1, "relative_energy_kcal_mol": 8.56, "smiles": "C[S-]", "energy_ev": -11920.9254}


Record 3
{"formula": "C38H32F5N5O12P2SeZr", "method": "wB97M-V/def2-TZVPD", "species": ["Zr", "C", "C", "O", "C", "C", "C", "N", "N", "C", "O", "C", "C", "C", "C", "C", "C", "H", "H", "H", "H", "H", "H", "H", "H", "H", "H", "H", "H", "O", "P", "O", "O", "O", "P", "O", "O", "O", "H", "H", "C", "C", "C", "C", "C", "N", "C", "O", "N", "C", "C", "C", "C", "N", "C", "C", "C", "H", "H", "H", "H", "H", "H", "H", "H", "H", "H", "H", "H", "H", "O", "C", "O", "C", "C", "C", "C", "C", "C", "H", "H", "H", "H", "H", "F", "C", "C", "F", "C", "F", "C", "Se", "C", "F", "C", "F"], "coordinates": [[1.983, 0.413, -0.017], [1.458, 2.302, -3.707], [1.537, 1.058, -2.830], [2.395, 1.081, -1.880], [0.740, -0.036, -3.110], [0.760, -1.212, -2.317], [-0.276, -2.284, -2.528], [1.661, -1.314, -1.381], [1.697, -2.463, -0.625], [2.365, -2.291, 0.480], [2.898, -1.161, 0.839], [2.537, -3.466, 1.353], [1.759, -4.609, 1.173], [1.935, -5.704, 1.997], [2.885, -5.671, 3.009], [3.652, -4.533, 3.198], [3.482, -3.437, 2.374], [0.429, 2.605, -3.885], [1.985, 3.103, -3.195], [1.936, 2.111, -4.668], [0.043, 0.009, -3.934], [-0.970, -2.008, -3.320], [0.207, -3.230, -2.765], [-0.808, -2.410, -1.584], [1.023, -4.589, 0.387], [1.333, -6.593, 1.857], [3.027, -6.532, 3.651], [4.392, -4.511, 3.989], [4.082, -2.546, 2.501], [-1.755, -0.249, 1.843], [-0.511, -0.938, 1.110], [-0.833, -2.334, 0.783], [-0.020, 0.011, 0.036], [0.647, -0.856, 2.280], [1.095, 0.658, 2.728], [1.476, 0.374, 4.274], [2.381, 0.992, 2.031], [-0.077, 1.560, 2.673], [-1.377, 0.580, 2.207], [2.384, 0.073, 4.308], [-4.616, -3.664, 2.067], [-4.955, -2.832, 0.870], [-6.274, -2.493, 0.596], [-6.591, -1.729, -0.508], [-5.591, -1.299, -1.378], [-6.005, -0.535, -2.482], [-5.332, 0.058, -3.520], [-5.875, 0.130, -4.616], [-4.086, 0.587, -3.344], [-3.395, 1.126, -2.249], [-3.909, 1.274, -0.965], [-3.091, 1.826, 0.007], [-1.809, 2.244, -0.329], [-1.348, 2.176, -1.567], [-2.111, 1.625, -2.484], [-4.272, -1.664, -1.126], [-3.960, -2.407, -0.001], [-5.356, -3.528, 2.854], [-3.632, -3.391, 2.437], [-4.600, -4.721, 1.795], [-7.063, -2.824, 1.259], [-7.622, -1.455, -0.703], [-6.974, -0.696, -2.734], [-3.663, 0.832, -4.231], [-4.918, 0.978, -0.725], [-3.454, 1.931, 1.016], [-1.130, 2.649, 0.405], [-1.697, 1.578, -3.484], [-3.479, -1.373, -1.794], [-2.923, -2.627, 0.214], [2.815, 3.532, -0.782], [1.705, 3.390, -0.276], [1.195, 2.311, 0.156], [0.790, 4.599, -0.167], [0.636, 5.448, -1.255], [-0.259, 6.502, -1.196], [-0.982, 6.734, -0.036], [-0.808, 5.907, 1.062], [0.064, 4.833, 0.993], [1.228, 5.271, -2.140], [-0.397, 7.148, -2.055], [-1.678, 7.564, 0.010], [-1.361, 6.101, 1.971], [0.198, 4.165, 1.831], [7.074, 1.332, 3.821], [6.585, 0.797, 2.672], [5.519, 1.394, 1.996], [4.959, 2.514, 2.482], [5.070, 0.828, 0.827], [4.044, 1.429, 0.154], [5.606, -0.337, 0.246], [4.888, -0.949, -1.322], [6.681, -0.907, 0.961], [7.277, -2.024, 0.496], [7.149, -0.363, 2.140], [8.179, -0.949, 2.800]], "atomic_forces_ev_per_a": [[1.86, 0.36, -2.39], [0.27, -0.30, 0.30], [-0.37, -0.11, -1.08], [-0.17, 0.69, -0.75], [0.00, 0.40, 0.15], [0.29, -0.51, -0.30], [0.38, 0.16, 0.01], [-0.49, -0.22, 0.48], [0.22, -0.75, 0.14], [-0.14, -0.63, -1.22], [0.15, -1.08, 0.94], [0.14, -0.15, 0.31], [0.05, 0.19, -0.03], [-0.01, -0.12, 0.00], [0.00, -0.08, 0.08], [0.11, -0.16, 0.14], [-0.06, 0.25, -0.17], [-0.14, -0.06, 0.04], [0.06, 0.07, -0.01], [0.06, 0.00, -0.05], [-0.06, 0.08, 0.00], [0.02, 0.03, -0.07], [-0.02, -0.14, 0.02], [-0.02, -0.12, 0.04], [-0.14, -0.05, -0.07], [-0.04, 0.01, -0.02], [-0.02, -0.03, 0.03], [0.03, 0.04, 0.00], [0.00, 0.04, -0.01], [0.15, -0.50, -0.49], [-1.75, -1.15, 1.63], [-0.07, 0.09, -0.04], [-0.38, 0.10, 0.16], [-0.40, 0.69, -0.57], [-0.15, -0.39, 2.81], [-0.33, 0.30, -0.39], [-0.35, 0.10, 0.28], [-0.06, 0.14, 0.12], [-0.09, 0.50, 0.28], [0.38, -0.15, 0.08], [0.04, -0.03, -0.05], [-0.08, 0.00, 0.02], [0.11, -0.02, 0.00], [0.03, 0.12, -0.15], [0.20, -0.30, 0.20], [-0.44, 0.09, 0.10], [-0.11, 0.07, -0.23], [-0.05, 0.01, -0.17], [0.40, -0.12, -0.37], [0.13, 0.37, 0.50], [0.09, 0.15, -0.03], [0.06, 0.09, -0.26], [-0.34, 0.11, 0.28], [0.21, 0.13, -0.15], [-0.41, -0.19, -0.12], [-0.17, -0.04, -0.12], [-0.22, 0.01, 0.05], [0.01, -0.02, 0.12], [0.11, -0.05, 0.14], [0.05, -0.09, 0.08], [-0.04, 0.00, 0.06], [-0.05, 0.04, -0.01], [0.31, 0.10, -0.12], [-0.29, -0.09, 0.10], [-0.02, -0.02, 0.02], [0.01, -0.01, 0.15], [-0.01, -0.06, 0.13], [0.02, -0.07, -0.20], [0.10, 0.06, -0.10], [0.16, -0.06, 0.01], [-0.50, 0.35, 0.23], [0.72, 1.54, -0.69], [-0.57, 0.61, 0.32], [-0.04, -0.27, -0.03], [0.10, -0.02, 0.08], [-0.01, 0.08, -0.07], [-0.08, 0.12, -0.03], [-0.07, 0.10, 0.11], [0.12, 0.00, -0.04], [0.04, -0.06, -0.11], [0.01, 0.01, -0.03], [0.00, -0.01, 0.02], [-0.03, -0.04, 0.06], [-0.07, -0.17, 0.12], [-0.18, -0.14, -0.31], [-0.08, -0.10, -0.17], [0.10, 0.19, 0.29], [0.20, -0.19, 0.00], [0.42, -0.66, -0.24], [0.73, 0.26, 0.48], [0.60, 0.57, 0.85], [0.50, -0.61, -1.11], [-0.51, 0.13, -0.31], [-0.04, 0.23, 0.20], [0.08, 0.18, 0.28], [-0.18, 0.15, -0.12]], "total_charge": -2, "relative_energy_kcal_mol": 23.29, "energy_ev": -170753.3020}


Record 4
{"formula": "C16H32B2Cl5F4LiMgNO15SV", "method": "wB97M-V/def2-TZVPD", "species": ["C", "N", "C", "B", "C", "C", "C", "O", "C", "C", "O", "H", "H", "H", "H", "H", "H", "H", "H", "H", "H", "H", "H", "H", "H", "H", "H", "Mg", "B", "F", "F", "F", "F", "C", "O", "H", "H", "H", "C", "Cl", "Cl", "Cl", "Cl", "O", "H", "Li", "O", "V", "O", "C", "C", "C", "S", "O", "O", "C", "H", "H", "H", "H", "H", "H", "H", "H", "C", "C", "O", "C", "O", "O", "H", "H", "H", "H", "O", "Cl", "O", "O", "O"], "coordinates": [[4.070, 2.636, -1.248], [3.654, 3.381, 0.005], [2.145, 3.479, 0.013], [1.690, 4.787, -0.894], [0.319, 5.670, -0.681], [-0.886, 4.605, -0.260], [-1.435, 3.858, -1.624], [-2.291, 2.690, -1.270], [-1.563, 1.435, -1.609], [-0.947, 0.540, -0.342], [-1.386, 0.969, -2.854], [3.495, 1.608, -1.347], [3.894, 3.228, -2.244], [5.251, 2.489, -1.164], [3.907, 2.802, 0.857], [1.632, 2.526, -0.482], [1.675, 3.598, 1.079], [2.420, 5.066, -1.798], [-0.011, 6.134, -1.730], [0.417, 6.578, 0.051], [-1.825, 5.191, 0.183], [-0.558, 3.857, 0.595], [-0.593, 3.446, -2.326], [-2.017, 4.680, -2.239], [-0.851, -0.578, -0.712], [-1.718, 0.652, 0.544], [0.089, 0.987, 0.033], [-3.691, 0.918, -0.674], [-2.691, -1.907, 2.887], [-1.558, -1.265, 2.240], [-2.942, -1.269, 4.169], [-3.867, -1.778, 2.043], [-2.395, -3.315, 3.096], [-6.500, 2.450, -4.025], [-7.622, 2.657, -3.352], [-5.696, 1.897, -3.509], [-6.572, 1.876, -4.964], [-5.947, 3.339, -4.371], [-3.922, -4.942, 0.057], [-5.071, -4.678, 1.393], [-3.354, -3.369, -0.559], [-2.531, -5.886, 0.648], [-4.732, -5.836, -1.255], [0.058, -2.099, -2.722], [-0.702, -1.563, -2.857], [5.078, 3.983, 1.277], [3.238, -4.507, -3.843], [3.578, -2.996, -3.015], [3.918, -1.484, -2.186], [-4.467, -10.472, 1.351], [-5.872, -11.012, 1.616], [-6.462, -10.208, 2.773], [-5.680, -8.603, 2.716], [-4.869, -8.443, 3.905], [-6.653, -7.612, 2.303], [-4.602, -8.957, 1.342], [-4.060, -10.846, 0.407], [-3.794, -10.784, 2.158], [-6.490, -10.875, 0.719], [-5.859, -12.082, 1.845], [-7.544, -10.088, 2.670], [-6.228, -10.665, 3.738], [-3.650, -8.440, 1.470], [-5.099, -8.612, 0.430], [7.944, 8.620, 0.897], [6.753, 8.356, 1.761], [6.576, 6.956, 1.651], [7.785, 6.429, 1.301], [8.038, 5.236, 1.285], [8.675, 7.411, 0.972], [8.543, 9.459, 1.260], [7.670, 8.804, -0.147], [6.935, 8.608, 2.811], [5.862, 8.888, 1.416], [9.415, 3.434, -0.668], [8.378, 2.477, -0.333], [8.029, 2.612, 1.068], [8.862, 1.133, -0.584], [7.207, 2.729, -1.150]], "atomic_forces_ev_per_a": [[1.68, -0.99, -0.81], [-1.10, -1.03, 0.46], [-1.64, 0.68, 0.06], [-0.41, -0.05, 0.65], [-1.11, -0.75, -0.88], [-0.98, 0.59, 0.32], [1.34, 1.94, -0.13], [1.78, -2.42, -0.90], [2.38, -2.85, -5.30], [-1.07, 0.52, -0.50], [-1.60, 3.67, 7.80], [1.24, 1.97, 0.32], [0.10, -0.76, 2.28], [-2.56, -0.01, -0.37], [-0.97, -0.54, -1.71], [1.10, 1.61, 1.01], [1.14, -0.40, -1.71], [-0.01, 0.06, 0.14], [0.78, -0.81, 2.23], [-0.20, -1.86, -1.17], [2.03, -1.26, -0.96], [-0.55, 1.34, -1.99], [-1.44, 0.86, 1.41], [0.79, -2.07, 1.24], [-0.06, 2.37, 0.87], [1.68, -0.51, -1.06], [-2.32, -0.85, -0.91], [-0.77, 0.06, -0.03], [0.00, -0.81, 1.21], [-1.03, -0.20, 0.15], [0.32, -0.62, -1.81], [1.08, 0.40, 0.41], [-0.39, 1.94, -0.51], [-1.43, 1.30, -1.51], [1.19, -0.38, -0.23], [0.96, -0.96, 1.47], [-0.42, -0.72, 0.17], [0.08, 0.56, 0.61], [-0.31, -0.05, 0.67], [0.48, -0.17, -0.59], [0.05, -0.26, -0.11], [-0.31, 0.34, -0.22], [0.17, 0.17, 0.16], [2.05, -1.34, 0.58], [-1.08, 1.12, -0.63], [1.37, 0.64, -0.46], [1.61, 4.14, 2.37], [-2.31, 0.33, -0.15], [-0.35, -4.09, -2.15], [0.18, -0.19, 0.02], [-0.10, -0.28, -0.23], [-0.42, -0.61, 0.11], [-0.04, 0.61, 0.01], [-0.43, 0.09, -0.36], [0.38, -0.27, 0.45], [0.39, -0.13, -0.39], [-0.03, 0.06, 0.14], [-0.05, 0.07, -0.12], [0.09, -0.01, 0.12], [-0.04, 0.16, -0.04], [0.21, 0.14, 0.16], [0.00, 0.21, -0.10], [-0.25, 0.08, 0.08], [0.04, 0.04, 0.16], [0.40, 0.92, -0.47], [-0.74, 0.90, 0.51], [0.22, -0.51, -0.25], [1.45, -2.76, -0.30], [-1.17, 3.18, 0.26], [-0.67, -0.82, 0.39], [0.03, -0.25, -0.08], [0.01, -0.02, 0.09], [0.00, -0.04, -0.10], [0.06, -0.23, 0.08], [-0.78, -0.45, 0.10], [2.13, -0.41, 0.05], [-0.67, -0.22, -0.01], [-0.49, 0.59, 0.08], [-0.72, 0.27, -0.12]], "total_charge": 0, "energy_ev": -166296.7602}